Arrangement P

Formula: C5H11NO2
Source: OMol25
Level of theory: ωB97M-V/def2-TZVPD

HOMO	-8.442	eV
Kohn-Sham gap	7.1	eV
E_LUMO	-0.050	Eh
M	117.15	g/mol

Last column: Mulliken charge in e.
Atoms and positions in Å:
O  -0.7306  -1.5142  1.2510  -0.52
C  -0.0226  -1.5527  0.0634  -0.39
C  0.2078  -0.4326  -0.7853  0.26
C  1.5385  0.2214  -0.6125  -0.46
C  1.7724  0.7956  0.8434  -1.07
N  -0.9745  0.2834  -1.2681  -0.26
C  -1.9054  0.8226  -0.2999  -0.38
O  -2.5585  -0.1125  0.4965  -0.63
H  0.1274  -2.5749  -0.3642  0.28
H  0.4978  -1.1535  0.9920  0.29
H  1.6696  1.0443  -1.3725  0.32
H  2.3813  -0.5165  -0.8609  0.25
H  0.8868  1.4779  1.1222  0.21
H  1.8102  -0.0343  1.5438  0.45
H  2.6394  1.4088  0.8954  0.38
H  -1.4668  -0.2825  -1.9636  0.29
H  -2.6826  1.3989  -0.8469  0.32
H  -1.3791  1.4936  0.3055  0.26
H  -1.8111  -0.7728  0.8606  0.40

Arrangement Q

Formula: C5H11NO2
Source: OMol25
Level of theory: ωB97M-V/def2-TZVPD

HOMO	-9.801	eV
Kohn-Sham gap	10.6	eV
E_LUMO	0.030	Eh
M	117.15	g/mol

Last column: Mulliken charge in e.
Atoms and positions in Å:
C  -0.4813  -0.5624  -1.7701  -0.41
O  -1.6981  0.1847  -1.8726  -0.55
C  -0.5441  -1.4095  -0.5136  -0.62
C  -0.9701  -0.7614  0.8198  -0.82
C  -0.4485  0.6451  1.1360  -0.43
C  1.0513  0.6760  0.8681  0.20
N  1.8298  0.0276  1.8285  -0.58
O  1.4764  1.2749  -0.0818  -0.59
H  -0.3850  -1.2536  -2.6148  0.32
H  0.3160  0.1705  -1.7110  0.31
H  -1.5778  0.8723  -2.5306  0.31
H  -1.2730  -2.2056  -0.5972  0.38
H  0.4294  -1.9029  -0.4780  0.36
H  -0.6937  -1.4594  1.6095  0.41
H  -2.0629  -0.7291  0.8002  0.36
H  -0.9508  1.2726  0.4229  0.29
H  -0.5492  0.9340  2.1650  0.38
H  2.7172  -0.2891  1.4560  0.33
H  1.7718  1.1276  2.0102  0.37

What are the relative energies? In hartree: arrangement P 0.1792; arrangement Q 0.0000.

Arrangement P

Formula: C5H11NO2
Source: OMol25
Level of theory: ωB97M-V/def2-TZVPD

HOMO	-7.979	eV
Kohn-Sham gap	8.8	eV
E_LUMO	0.030	Eh
M	117.15	g/mol

Last column: Mulliken charge in e.
Atoms and positions in Å:
C  0.1130  -0.2826  0.1416  -0.08
C  -0.6131  1.3440  2.1821  -0.86
C  1.0255  -0.9464  1.1287  -1.45
C  -0.6335  -1.0402  -2.4759  -0.92
N  -0.4283  1.1855  0.7452  -0.14
C  0.5301  -0.1044  -2.2504  0.73
O  0.8952  0.1680  -0.9597  -0.29
O  1.1661  0.3997  -3.1361  -0.57
H  0.0463  1.9385  0.2553  0.28
H  -1.0867  0.4106  0.1887  0.43
H  -1.1376  2.2779  2.3880  0.31
H  -1.2286  0.5211  2.5489  0.31
H  0.3357  1.3360  2.7222  0.31
H  1.9197  -0.3445  1.3431  0.31
H  0.5113  -1.1759  2.0621  0.35
H  1.3558  -1.8953  0.7010  0.37
H  -0.6898  -1.2488  -3.5415  0.30
H  -1.5642  -0.5830  -2.1388  0.27
H  -0.5170  -1.9603  -1.9047  0.32

Arrangement Q

Formula: C5H11NO2
Source: OMol25
Level of theory: ωB97M-V/def2-TZVPD

SMILES	CC(=O)NCCCO
HOMO	-9.469	eV
Kohn-Sham gap	10.2	eV
E_LUMO	0.027	Eh
M	117.15	g/mol

Last column: Mulliken charge in e.
Atoms and positions in Å:
C  -0.8500  1.6384  -1.8703  -0.96
C  0.3938  1.9969  -1.0304  0.59
O  0.6469  3.1849  -0.9664  -0.63
N  1.1697  0.9938  -0.5730  -0.15
C  0.8194  -0.4106  -0.3464  -0.83
C  -0.3359  -0.5106  0.7055  -0.27
C  0.0610  -1.6779  1.7074  -0.49
O  -1.0564  -2.6029  1.6832  -0.55
H  -1.4157  2.5399  -2.0710  0.32
H  -0.5722  1.0036  -2.7135  0.28
H  -1.5470  0.9856  -1.3191  0.26
H  2.0302  1.3030  -0.1475  0.24
H  0.6705  -0.9190  -1.3058  0.23
H  1.7467  -0.8151  0.0761  0.50
H  -1.2706  -0.7898  0.2314  0.34
H  -0.3713  0.3563  1.3490  0.25
H  0.4295  -1.2865  2.6560  0.37
H  0.9016  -2.2852  1.3761  0.22
H  -1.4501  -2.7050  2.5588  0.29

Arrangement R

Formula: C5H11NO2
Source: OMol25
Level of theory: ωB97M-V/def2-TZVPD

HOMO	-8.638	eV
Kohn-Sham gap	9.6	eV
E_LUMO	0.034	Eh
M	117.15	g/mol

Last column: Mulliken charge in e.
Atoms and positions in Å:
C  0.5658  0.0427  -0.1120  0.62
C  -0.3641  -0.9878  -0.7695  -0.54
C  0.8067  1.2749  -0.9882  -1.69
C  -1.7539  -0.4570  -1.1171  -1.22
N  -0.0249  0.4306  1.1625  -0.50
C  0.5570  -1.3557  2.5088  0.03
O  0.9499  1.1847  1.9250  -0.47
O  1.5759  -1.8073  2.2511  -0.16
H  0.5299  2.0425  2.0625  0.33
H  1.5423  -0.4451  0.0550  0.33
H  -0.3476  -0.4805  2.0242  0.46
H  0.1280  -1.3557  -1.6736  0.37
H  -0.4636  -1.8447  -0.0953  0.29
H  -0.1109  1.8491  -1.1042  0.36
H  1.5608  1.9149  -0.5338  0.41
H  1.1633  0.9722  -1.9727  0.37
H  -2.3840  -1.2648  -1.4914  0.39
H  -2.2297  -0.0208  -0.2400  0.32
H  -1.7009  0.3080  -1.8911  0.29

What are the relative energies? In hartree: arrangement P 0.1000; arrangement Q 0.0000; arrangement R 0.1078.

Arrangement P

Formula: C5H11NO2
Source: OMol25
Level of theory: ωB97M-V/def2-TZVPD

SMILES	CCC(=O)NCCO
HOMO	-9.564	eV
Kohn-Sham gap	10.2	eV
E_LUMO	0.025	Eh
M	117.15	g/mol

Last column: Mulliken charge in e.
Atoms and positions in Å:
C  -1.2182  -0.5216  -2.2145  -0.83
C  0.2519  -0.6507  -1.7521  -0.67
C  0.7465  0.6433  -1.2405  0.45
O  1.4378  1.4337  -1.9472  -0.67
N  0.4775  1.0968  0.0618  -0.18
C  -0.1606  0.2474  1.1570  -0.25
C  0.5504  -0.1779  2.4169  -0.36
O  0.3029  0.5256  3.5589  -0.51
H  -1.3033  -1.2025  -3.1269  0.30
H  -1.8558  -1.0942  -1.4269  0.20
H  -1.7019  0.4048  -2.4581  0.33
H  0.3797  -1.4807  -1.1048  0.51
H  0.7701  -0.9754  -2.6739  0.29
H  1.0918  1.9961  0.2942  0.28
H  -0.1630  -0.7831  0.5520  0.03
H  -1.1773  0.6225  1.3515  0.30
H  1.6635  -0.0257  2.3443  0.24
H  0.3243  -1.2357  2.7307  0.22
H  -0.4162  1.1773  3.4778  0.32

Arrangement Q

Formula: C5H11NO2
Source: OMol25
Level of theory: ωB97M-V/def2-TZVPD

SMILES	NC(=O)O.C=CCC
HOMO	-10.127	eV
Kohn-Sham gap	10.6	eV
E_LUMO	0.017	Eh
M	117.15	g/mol

Last column: Mulliken charge in e.
Atoms and positions in Å:
N  0.3175  -1.1552  -0.3146  -0.43
C  1.3891  -2.0179  -0.0548  0.63
O  1.3716  -2.8821  0.7680  -0.52
O  2.4790  -1.8070  -0.8448  -0.46
H  0.6703  -0.2852  -0.6812  0.16
H  -0.2170  -0.9888  0.5229  0.30
H  2.2096  -1.3316  -1.6372  0.32
C  -2.6482  1.0097  1.1731  -0.74
C  -2.0903  1.3515  0.0178  -0.16
C  -1.2728  2.6113  -0.1158  -0.32
C  0.2112  2.3185  -0.3838  -1.19
H  -3.1919  0.0802  1.2768  0.29
H  -2.5277  1.6041  2.0696  0.24
H  -2.2424  0.7502  -0.8706  0.33
H  -1.7055  3.2354  -0.9013  0.28
H  -1.3068  3.2277  0.7843  0.29
H  0.3447  1.9875  -1.4170  0.25
H  0.8131  3.2249  -0.2974  0.38
H  0.6265  1.6219  0.3372  0.37

Arrangement R

Formula: C5H11NO2
Source: OMol25
Level of theory: ωB97M-V/def2-TZVPD

HOMO	-7.928	eV
Kohn-Sham gap	8.7	eV
E_LUMO	0.027	Eh
M	117.15	g/mol

Last column: Mulliken charge in e.
Atoms and positions in Å:
C  1.0969  0.1075  -1.1922  -0.73
C  -0.8027  -0.7410  -0.8367  -0.76
C  -0.6234  1.2045  1.3021  -1.19
C  -0.6167  -1.9226  0.0976  -0.97
N  1.4368  1.0877  -0.3292  -0.24
C  -0.3550  1.3302  -0.1622  0.92
O  2.0716  0.4851  0.8110  -0.47
O  -0.8241  2.0784  -0.9635  -0.54
H  2.5820  1.2222  1.1688  0.35
H  0.8270  0.4816  -2.1710  0.40
H  1.6055  -0.8498  -1.1207  0.49
H  -0.7537  -1.0349  -1.8864  0.40
H  -1.7994  -0.3083  -0.7356  0.42
H  -1.6598  0.8911  1.4348  0.33
H  0.0206  0.5027  1.8167  0.34
H  -0.4855  2.1957  1.7405  0.37
H  -1.3572  -2.7038  -0.1095  0.38
H  0.3662  -2.3882  -0.0098  0.25
H  -0.7291  -1.6381  1.1455  0.24

What are the relative energies? In hartree: arrangement P 0.0565; arrangement Q 0.0000; arrangement R 0.1925.

Arrangement P

Formula: C5H11NO2
Source: OMol25
Level of theory: ωB97M-V/def2-TZVPD

SMILES	NCCCCC(=O)O
HOMO	-9.336	eV
Kohn-Sham gap	10.1	eV
E_LUMO	0.027	Eh
M	117.15	g/mol

Last column: Mulliken charge in e.
Atoms and positions in Å:
N  2.7404  -0.6790  1.1577  -0.63
C  1.7155  -1.5459  0.5374  -0.84
C  0.2527  -1.2857  0.9738  -0.39
C  -0.1717  0.1561  0.9738  -0.77
C  0.0265  1.0458  -0.2397  -0.11
C  -1.1766  0.7645  -1.0031  0.43
O  -1.8477  -0.2649  -1.0592  -0.58
O  -1.8239  1.8705  -1.5254  -0.48
H  2.9788  0.0305  0.5061  0.29
H  2.3949  -0.1513  1.8942  0.29
H  1.9323  -2.5934  0.7028  0.37
H  1.8729  -1.4426  -0.5659  0.32
H  0.0791  -1.7611  1.9391  0.35
H  -0.3340  -2.0289  0.1575  0.18
H  -1.2816  -0.0131  1.2361  0.26
H  0.3042  0.6402  1.8057  0.56
H  1.0059  0.6710  -0.8701  0.21
H  0.0497  2.1149  0.1839  0.19
H  -2.6908  1.6331  -1.8695  0.34

Arrangement Q

Formula: C5H11NO2
Source: OMol25
Level of theory: ωB97M-V/def2-TZVPD

SMILES	O=C[C@@H]1CCCN1.O
HOMO	-8.851	eV
Kohn-Sham gap	9.2	eV
E_LUMO	0.014	Eh
M	117.15	g/mol

Last column: Mulliken charge in e.
Atoms and positions in Å:
O  0.4620  -2.6771  2.0967  -0.48
C  0.3743  -1.5016  1.8186  -0.36
C  0.3665  -1.1026  0.3500  0.33
C  1.8131  -0.8244  -0.1417  -0.84
C  1.9708  0.7063  -0.0846  -0.43
C  0.5647  1.2572  0.2235  -0.75
N  -0.3502  0.1299  0.1307  -0.43
H  0.3411  -0.7974  2.6590  0.37
H  -0.0776  -1.9345  -0.1918  0.43
H  2.5386  -1.4237  0.3878  0.42
H  1.8242  -1.1675  -1.1555  0.27
H  2.7091  0.9842  0.6659  0.30
H  2.3149  1.0386  -1.0451  0.26
H  0.3063  2.1331  -0.3579  0.41
H  0.5654  1.6212  1.2556  0.21
H  -1.0480  0.1882  -0.5877  0.27
O  -4.1862  2.8699  -3.2245  -0.64
H  -3.5654  3.2410  -2.5957  0.32
H  -4.2009  1.9213  -3.2972  0.32

What are the relative energies? In hartree: arrangement P 0.0053; arrangement Q 0.0000.